No. 1
{
  "formula": "CaIO4P",
  "method": "ωB97M-V with the def2-TZVPD basis set",
  "total_charge": -2,
  "relative_energy_kcal_mol": 0.00,
  "homo_lumo_gap_ev": 3.4,
  "max_force_ev_per_a": 7.00,
  "total_energy_ev": -44023.877,
  "e_homo_ha": 0.03845,
  "elements": ["Ca", "P", "O", "O", "O", "O", "I"],
  "xyz": [[0.189863, 1.498376, -0.451757], [-0.228467, -1.140804, 0.430593], [-1.048827, -2.048084, -0.455947], [-0.800317, 0.150086, 1.040463], [0.770393, -0.559644, -0.509427], [0.418033, -2.040724, 1.539153], [0.699323, 4.140796, -1.593077]],
  "forces_ev_per_a": [[-0.379, -2.405, 1.089], [0.016, -6.222, 3.207], [-2.238, 0.205, -0.448], [-1.793, 2.841, 0.472], [4.566, 3.411, -3.653], [-0.281, 1.494, -0.407], [0.110, 0.677, -0.260]],
  "mulliken_charge": [1.243, 0.951, -0.802, -0.928, -0.907, -0.895, -0.662]
}


No. 2
{
  "formula": "Cd3N7O21",
  "method": "ωB97M-V with the def2-TZVPD basis set",
  "total_charge": -1,
  "relative_energy_kcal_mol": 0.00,
  "homo_lumo_gap_ev": 1.7,
  "max_force_ev_per_a": 7.60,
  "total_energy_ev": -67074.677,
  "e_homo_ha": -0.24308,
  "elements": ["Cd", "Cd", "Cd", "N", "O", "O", "O", "N", "O", "O", "O", "N", "O", "O", "O", "N", "O", "O", "O", "N", "O", "O", "O", "N", "O", "O", "O", "N", "O", "O", "O"],
  "xyz": [[-2.876237, -0.256980, 2.176093], [4.486843, -3.878330, -0.393047], [3.094063, 3.297830, -1.737247], [2.419593, -3.916970, -4.649317], [3.086703, -4.568690, -5.380337], [1.349843, -3.377020, -5.098527], [2.712063, -4.015040, -3.531597], [-1.106657, -3.473120, 4.854093], [-0.801737, -3.116440, 5.957063], [-0.931937, -4.694170, 4.506053], [-1.342507, -2.613830, 4.035873], [-3.798237, -4.452320, 0.050053], [-3.589857, -3.257210, 0.077643], [-4.778747, -4.791860, -0.681897], [-3.172837, -5.244310, 0.825043], [1.071723, -0.412970, -0.178707], [0.064183, -0.473810, 0.386113], [1.758283, -1.323890, -0.341307], [1.455603, 0.664290, -0.696237], [-3.716177, 3.434670, -0.308937], [-3.504717, 2.450560, 0.390763], [-3.432227, 4.552740, 0.178103], [-4.084137, 3.451960, -1.528577], [-0.058207, 6.093970, -2.750807], [-0.658867, 6.939070, -2.216817], [0.106713, 5.821850, -3.920537], [0.298933, 5.038380, -2.114657], [3.993243, 2.991140, 2.997153], [3.934613, 2.917100, 1.781793], [2.998833, 3.246780, 3.675483], [5.021853, 2.966610, 3.637223]],
  "forces_ev_per_a": [[0.393, -0.484, -0.320], [-0.265, 0.147, -0.218], [-0.903, -0.044, 0.365], [-4.298, -0.081, -3.901], [2.340, -1.464, -4.161], [1.761, 0.033, 1.233], [0.296, 1.594, 7.085], [2.652, -2.809, -0.012], [-0.207, 0.063, 2.557], [-1.101, 2.024, 0.129], [-1.612, 1.056, -3.061], [-1.714, -2.699, 1.032], [1.042, 2.165, 0.265], [1.932, -0.432, 1.027], [-1.225, 1.423, -2.032], [1.241, 4.776, -2.301], [-5.405, -0.047, 3.170], [4.276, -6.250, -0.612], [0.057, 1.703, -0.294], [0.874, 2.469, -1.620], [-0.555, -1.238, -0.280], [-0.427, -0.403, -0.057], [0.254, -1.156, 2.200], [-0.301, -4.823, -0.462], [-0.585, 2.553, 0.707], [0.357, 2.121, -2.703], [1.121, -0.213, 2.687], [-0.961, 1.655, 1.833], [0.362, -0.581, -1.610], [-1.775, -0.244, -0.329], [2.377, -0.816, -0.317]],
  "mulliken_charge": [1.000, 0.464, 0.848, 1.097, -0.493, -0.490, -0.478, 0.998, -0.519, -0.498, -0.487, 0.990, -0.467, -0.492, -0.493, 1.051, -0.529, -0.530, -0.538, 0.922, -0.520, -0.478, -0.499, 1.069, -0.483, -0.483, -0.421, 1.056, -0.558, -0.517, -0.523]
}


No. 3
{
  "formula": "Cl11O44Pb",
  "method": "ωB97M-V with the def2-TZVPD basis set",
  "total_charge": -9,
  "relative_energy_kcal_mol": 26.01,
  "homo_lumo_gap_ev": 4.5,
  "max_force_ev_per_a": 11.89,
  "total_energy_ev": -232944.794,
  "e_homo_ha": 0.40051,
  "elements": ["Pb", "Cl", "O", "O", "O", "O", "Cl", "O", "O", "O", "O", "Cl", "O", "O", "O", "O", "Cl", "O", "O", "O", "O", "Cl", "O", "O", "O", "O", "Cl", "O", "O", "O", "O", "Cl", "O", "O", "O", "O", "Cl", "O", "O", "O", "O", "Cl", "O", "O", "O", "O", "Cl", "O", "O", "O", "O", "Cl", "O", "O", "O", "O"],
  "xyz": [[-0.492832, 0.065406, 0.081554], [0.073954, 1.151070, -3.764208], [1.144389, 1.925184, -4.215138], [0.165898, -0.269690, -4.090382], [0.077619, 1.130587, -2.362448], [-1.109056, 1.670266, -4.418519], [0.480965, -3.273572, 2.603908], [-0.807446, -3.781496, 2.917636], [0.125532, -2.130347, 1.783730], [0.768728, -2.703536, 3.793722], [1.629824, -4.039629, 2.131292], [2.225442, -3.102924, -1.530529], [1.383747, -1.909090, -1.224012], [1.826866, -4.425510, -1.125545], [2.044666, -3.106227, -3.009687], [3.678625, -2.921994, -1.184433], [0.180661, 5.062064, -2.521477], [0.063642, 6.388528, -2.250944], [-0.200286, 5.003623, -3.899374], [1.573352, 4.951512, -2.507029], [-0.605624, 4.508936, -1.519709], [-2.325785, -3.436076, -1.350694], [-1.717638, -4.622051, -0.906089], [-1.714495, -3.094209, -2.639133], [-3.648942, -3.923209, -1.402571], [-2.263034, -2.250953, -0.534673], [-1.109746, 0.612617, 4.449274], [-0.883047, 1.024410, 3.095058], [-1.688055, -0.717962, 4.590725], [0.171780, 0.559547, 5.159660], [-1.816322, 1.567594, 5.182244], [1.154914, 4.384398, 1.682670], [2.134762, 4.935585, 1.012987], [1.699551, 4.147976, 2.966910], [-0.024099, 5.188876, 1.870375], [0.693331, 3.249800, 1.022043], [3.444895, 0.595846, 1.650964], [3.327282, 0.305439, 2.983219], [4.025248, 1.975908, 1.321312], [4.231857, -0.450216, 1.086923], [2.130808, 0.571626, 1.196158], [4.746260, 0.640084, -2.682619], [5.437911, 1.638676, -1.977378], [3.415484, 0.579826, -2.183895], [4.865979, 1.218708, -4.027716], [5.385348, -0.645473, -2.654268], [-4.143713, 0.449876, -1.083059], [-3.307981, 0.832040, -0.032289], [-5.063952, 1.462331, -1.564615], [-3.271984, 0.155934, -2.176406], [-4.884609, -0.759349, -0.906039], [-4.698423, -3.311172, 2.601195], [-5.725518, -3.290356, 1.570883], [-3.761696, -4.419408, 2.544419], [-3.926959, -2.207884, 2.411265], [-5.118075, -3.161938, 4.034753]],
  "forces_ev_per_a": [[1.017, -0.968, -0.076], [-1.006, -3.667, -2.588], [2.206, 1.081, -0.904], [0.316, 0.772, -1.169], [-1.037, 1.318, 3.877], [-0.822, 0.323, 0.652], [-2.610, 2.989, -2.422], [-1.643, -4.961, -1.484], [1.194, 0.228, -2.885], [4.712, 2.465, 7.307], [-1.566, -0.702, -0.338], [0.745, 2.413, -4.173], [1.152, -2.032, 1.917], [-0.532, 0.064, 1.530], [1.295, -0.742, 0.525], [-2.579, -0.174, -0.052], [1.729, 1.136, -1.950], [-2.038, 10.373, 1.886], [-1.982, -2.485, -1.926], [3.392, -3.684, 0.709], [-1.258, -4.185, 0.698], [1.449, 0.576, -2.040], [3.556, -1.471, 2.065], [-1.219, -0.185, 0.438], [-4.291, 1.048, -1.439], [0.462, -0.258, 0.703], [4.452, -3.733, 0.901], [-0.834, -0.202, -0.340], [-0.588, 1.309, -0.758], [0.332, -0.116, -0.463], [-3.626, 2.938, 1.263], [-6.783, -3.884, 4.760], [7.687, 6.093, -6.728], [0.336, -1.062, 3.136], [-0.857, 2.343, 0.173], [-0.507, -2.799, -0.835], [1.990, 2.759, -3.498], [1.019, 0.170, 6.296], [-0.516, -2.956, 1.286], [1.129, -0.161, -1.176], [-3.483, 0.099, -2.686], [-1.577, 1.398, -1.003], [2.564, 1.224, 3.184], [0.242, -0.608, -0.817], [-0.803, -1.290, -1.946], [0.694, -0.575, -0.065], [0.035, -3.028, -5.792], [0.517, 1.365, 3.471], [-0.841, 1.542, 1.225], [0.994, 0.443, -0.984], [-1.179, -0.022, 1.992], [2.471, -0.422, 1.544], [-1.293, -1.595, 1.143], [-2.089, -1.676, -0.270], [2.196, 4.645, -1.307], [-2.325, -1.469, -0.568]],
  "mulliken_charge": [2.576, 1.552, -0.595, -0.735, -0.547, -0.711, 1.546, -0.610, -0.775, -0.644, -0.635, 1.365, -0.398, -0.626, -0.738, -0.637, 1.643, -0.831, -0.734, -0.646, -0.453, 1.501, -0.681, -0.712, -0.723, -0.395, 1.605, -0.620, -0.615, -0.761, -0.747, 1.587, -0.570, -0.735, -0.777, -0.435, 1.643, -0.664, -0.683, -0.642, -0.801, 1.548, -0.695, -0.386, -0.791, -0.691, 1.677, -0.664, -0.795, -0.699, -0.627, 1.491, -0.630, -0.606, -0.518, -0.756]
}


No. 4
{
  "formula": "Cl2FO8Sr2",
  "method": "ωB97M-V with the def2-TZVPD basis set",
  "total_charge": 1,
  "relative_energy_kcal_mol": 202.21,
  "homo_lumo_gap_ev": 2.6,
  "max_force_ev_per_a": 10.68,
  "total_energy_ev": -45784.646,
  "e_homo_ha": -0.31625,
  "elements": ["Sr", "Sr", "F", "Cl", "O", "O", "O", "O", "Cl", "O", "O", "O", "O"],
  "xyz": [[24.625480, 10.321330, -10.789420], [20.465350, 4.518720, -9.236950], [22.908150, 7.093470, -14.536300], [19.193810, 7.773790, -10.909580], [20.527790, 7.604370, -11.274160], [19.125080, 8.793730, -9.902240], [18.612080, 8.143970, -12.186120], [19.011250, 6.597740, -10.162950], [23.647750, 6.275130, -10.993600], [25.029950, 5.900520, -11.144640], [22.894920, 6.059360, -9.873550], [23.515230, 7.712790, -10.975380], [22.728220, 5.712230, -11.950990]],
  "forces_ev_per_a": [[-1.054, -2.112, -0.806], [0.383, 2.509, -1.795], [0.308, 0.418, 0.250], [4.129, 5.863, -2.565], [4.360, -0.178, -0.804], [-1.556, 0.975, -0.141], [-2.676, -1.288, 2.059], [-3.634, -6.815, 2.576], [-1.387, 0.493, -7.004], [-1.346, -0.074, 1.117], [-2.127, -3.876, 9.725], [2.366, 4.450, -1.192], [2.234, -0.364, -1.420]],
  "mulliken_charge": [1.664, 1.897, -0.720, 1.578, -0.626, -0.648, -0.515, -0.754, 1.560, -0.572, -0.681, -0.636, -0.546]
}


No. 5
{
  "formula": "Cl2FO8Sr2",
  "method": "ωB97M-V with the def2-TZVPD basis set",
  "total_charge": 1,
  "relative_energy_kcal_mol": 68.03,
  "homo_lumo_gap_ev": 1.7,
  "max_force_ev_per_a": 7.76,
  "total_energy_ev": -45790.464,
  "e_homo_ha": -0.32577,
  "elements": ["Sr", "Sr", "F", "Cl", "O", "O", "O", "O", "Cl", "O", "O", "O", "O"],
  "xyz": [[14.848183, 6.732497, 17.404947], [18.390431, 7.604861, 15.233220], [15.957977, 7.841421, 15.302599], [19.876435, 0.728162, 13.495277], [20.985075, 0.171102, 14.296164], [19.637513, 2.129762, 13.861103], [20.185715, 0.700561, 12.092128], [18.723928, -0.004106, 13.922474], [17.478345, 4.160538, 15.682745], [17.818578, 3.253669, 16.743817], [18.602462, 4.976118, 15.178340], [17.060720, 3.405132, 14.523658], [16.451308, 5.089328, 16.101022]],
  "forces_ev_per_a": [[0.966, -0.665, -2.100], [-0.978, -1.714, -0.724], [0.786, -0.265, 1.722], [1.494, 0.511, 2.166], [-0.499, 0.954, -1.169], [0.371, -0.063, -0.010], [-0.438, -0.601, 0.156], [-0.972, -0.491, -1.010], [1.752, -6.526, -3.818], [-0.064, 2.166, -0.318], [0.346, 2.153, 1.342], [-0.464, 1.576, 1.890], [-2.299, 2.964, 1.873]],
  "mulliken_charge": [1.861, 1.824, -0.857, 1.602, -0.636, -0.644, -0.615, -0.625, 1.528, -0.524, -0.724, -0.493, -0.697]
}


No. 6
{
  "formula": "Cl2H2NO2PS",
  "method": "ωB97M-V with the def2-TZVPD basis set",
  "relative_energy_kcal_mol": 40.67,
  "homo_lumo_gap_ev": 8.6,
  "max_force_ev_per_a": 1.17,
  "total_energy_ev": -50785.451,
  "e_homo_ha": -0.35374,
  "elements": ["N", "O", "O", "P", "S", "Cl", "Cl", "H", "H"],
  "xyz": [[1.251237, 0.161692, 0.189961], [-0.870673, 1.159308, -0.879630], [-0.774915, -1.106192, -0.953864], [-0.403502, 0.017498, 0.176327], [-1.262758, -0.073853, 1.902821], [-0.554493, 2.741387, -0.371366], [-0.855621, -2.711101, -0.424571], [1.717611, -0.154807, 1.024278], [1.753111, -0.033929, -0.663953]],
  "forces_ev_per_a": [[-0.632, -0.243, 0.110], [-0.001, 0.550, -0.023], [-0.092, -0.485, 0.063], [0.123, -0.089, 0.953], [0.604, 0.037, -1.005], [-0.080, -0.311, -0.081], [0.094, 0.467, -0.051], [0.000, 0.036, 0.070], [-0.015, 0.037, -0.036]],
  "mulliken_charge": [-0.444, -0.260, -0.259, 0.730, -0.332, 0.036, 0.034, 0.243, 0.251]
}